[1]
# C6H8N5O

An isolated ion of composition C6H8N5O and charge +1 (ωB97M-V with the def2-TZVPD basis set, the Open Molecules 2025 dataset).

Results
calculated total energy: -582.17049 hartree
charge: +1
LUMO energy: -4.8312 eV
gap between HOMO and LUMO: 8.554 eV
ΔE to the lowest compared entry with this formula, charge and spin: 31.80 kcal/mol
E_HOMO: -13.39 eV

```
20
C6H8N5O ωB97M-V with the def2-TZVPD basis set
O -2.41 -0.17 -1.36
N 2.30 1.52 -0.16
N -0.32 -1.01 -0.10
N 2.07 -1.24 -0.23
N -2.92 0.15 0.88
N -1.22 1.35 -0.04
C 3.34 0.73 -0.15
C 3.29 -0.64 -0.25
C -2.09 0.36 -0.15
C -0.02 1.81 0.01
C 1.12 0.94 -0.15
C 1.00 -0.49 -0.17
H 4.32 1.19 -0.10
H -0.16 -1.88 0.37
H 4.16 -1.39 -0.24
H 0.16 2.83 0.06
H -2.61 0.54 1.79
H -3.68 -0.54 0.90
H -1.90 0.19 -2.18
H -0.79 -1.13 -0.96
```

Atomic partial charges in e from the natural (NBO) method, atoms 1 to 5:
1. O -0.663
2. N -0.313
3. N -0.840
4. N -0.400
5. N -0.752

***

[2]
# C36H78O18

A 9-piece molecular cluster, C36H78O18 overall (ωB97M-V with the def2-TZVPD basis set, the Open Molecules 2025 dataset).

Results
calculated total energy: -2772.47283 hartree
charge: 0
LUMO energy: 0.6072 eV
gap between HOMO and LUMO: 10.041 eV
E_HOMO: -9.43 eV

```
132
C36H78O18 ωB97M-V with the def2-TZVPD basis set
O 1.48 3.60 -2.09
O 2.05 0.51 0.19
O -3.29 -3.94 2.34
O -5.98 3.58 -1.80
O -4.07 2.80 -2.70
O -2.44 -2.39 -4.02
O -2.35 -4.00 -1.73
O 0.23 1.75 -2.37
O -0.67 2.55 2.61
O 0.27 -1.73 4.60
O 4.67 4.65 2.92
O -2.05 3.27 1.02
O 3.07 -4.05 -1.07
O -0.44 -0.93 -0.06
O 4.14 7.09 1.32
O 2.62 -2.90 3.01
O 3.85 -1.55 -2.76
O -5.84 -3.42 1.07
C -6.17 2.27 0.18
C -2.00 4.16 -0.11
C 4.54 -2.14 -1.75
C 4.77 -0.89 -3.69
C -0.72 4.98 -0.01
C -1.39 -3.36 -3.86
C 0.51 0.37 -2.80
C -0.43 -0.51 4.74
C 4.13 4.58 1.61
C 4.93 7.40 0.23
C 0.11 4.19 0.95
C -4.89 2.78 -1.86
C -5.49 -2.92 2.29
C 3.49 5.89 1.11
C -4.03 -2.81 2.58
C 6.09 4.58 2.96
C -3.52 -2.98 -4.79
C -1.71 -1.03 -0.62
C -0.20 0.22 0.77
C 3.32 0.82 0.70
C -5.38 -2.74 -0.08
C 1.63 -1.81 4.97
C 3.75 -2.82 -0.68
C 1.21 0.18 1.32
C -1.91 -3.67 2.25
C -2.65 -5.04 -0.76
C -0.83 3.19 1.63
C 1.38 2.49 -2.52
C 1.67 -3.38 2.06
C 2.29 -3.05 4.36
C 2.10 -3.84 -1.96
C -4.94 1.85 -0.67
C 2.45 1.59 -3.14
C -1.75 -4.55 -2.90
C -6.95 3.13 -0.75
C 1.62 0.50 -3.84
H 6.42 4.66 3.99
H -1.76 -5.25 -0.11
H 1.29 0.89 -4.83
H 2.17 -0.39 -3.87
H 1.50 -2.99 -1.73
H 5.54 -1.57 -4.02
H 5.24 -1.45 -1.22
H 6.59 5.45 2.45
H -3.55 -1.99 2.05
H -4.31 -2.49 0.02
H 3.44 1.71 1.32
H -0.50 -2.81 -3.48
H 4.93 4.35 0.89
H -0.89 6.00 0.37
H -5.65 -3.40 -0.92
H 0.49 4.80 1.73
H 2.18 -0.91 4.56
H 5.14 -2.95 -2.26
H -0.37 -0.04 -3.22
H -7.28 4.09 -0.32
H 2.95 1.13 -2.23
H -5.84 -1.86 2.53
H -1.73 -1.87 -1.26
H 2.93 -2.12 -0.30
H -4.20 -3.49 -4.12
H -5.97 -1.82 -0.32
H -4.00 -2.55 3.63
H -0.44 1.06 0.14
H 1.37 0.94 2.16
H 5.27 8.42 0.37
H 4.43 -3.09 0.20
H -1.53 -2.93 2.95
H 3.11 2.18 -3.70
H 3.24 -3.22 4.90
H -4.01 1.84 -0.11
H -0.04 0.26 4.07
H -1.56 -3.35 1.25
H -0.82 -5.07 -2.69
H -0.87 0.27 1.60
H 4.43 7.41 -0.73
H 2.49 5.99 1.60
H -0.22 5.03 -0.96
H 1.74 -1.80 6.06
H -1.02 -3.79 -4.81
H 6.53 3.67 2.44
H 5.75 6.71 0.08
H -3.48 -4.62 -0.10
H 0.99 3.68 0.52
H 0.72 -2.89 2.12
H -3.20 -3.58 -5.66
H 1.50 -0.81 1.67
H -1.91 -0.13 -1.26
H -0.38 -0.11 5.71
H -4.14 -2.16 -5.27
H -1.40 -0.83 4.58
H 2.47 -3.53 -2.96
H 0.75 -0.30 -1.90
H 4.12 0.93 -0.15
H -5.89 -3.63 2.91
H -1.40 -4.66 2.53
H -5.03 0.83 -1.06
H 3.35 3.77 1.54
H -1.82 3.52 -0.97
H 4.27 -0.42 -4.57
H 1.67 -3.96 4.52
H 1.45 -4.73 -1.95
H -3.12 -5.88 -1.26
H -6.75 1.41 0.61
H -5.79 2.82 1.07
H 3.22 5.66 0.02
H -2.46 -5.24 -3.30
H 5.20 -0.07 -3.16
H 3.73 0.07 1.36
H 2.06 -3.21 1.04
H 1.53 -4.41 2.23
H -2.49 -1.05 0.16
H -2.94 4.65 -0.22
H -7.75 2.69 -1.32
```

Atomic partial charges in e from the Löwdin method, atoms 1 to 5:
1. O 0.103
2. O -0.189
3. O -0.159
4. O 0.005
5. O 0.138

***

[3]
# C49H61BrN5O7PPtS2Te

C49H61BrN5O7PPtS2Te as an isolated structure (ωB97M-V with the def2-TZVPD basis set, the Open Molecules 2025 dataset).

Results
calculated total energy: -6803.42588 hartree
charge: 0
LUMO energy: -2.0607 eV
gap between HOMO and LUMO: 3.980 eV
ΔE to the lowest compared entry with this formula, charge and spin: 40.75 kcal/mol
E_HOMO: -6.04 eV

```
128
C49H61BrN5O7PPtS2Te ωB97M-V with the def2-TZVPD basis set
Pt 0.62 0.19 -0.20
Te 1.69 -3.54 -0.26
Br -6.74 1.89 -2.10
S -0.40 -2.53 0.97
S 2.87 -1.03 2.08
P 0.51 -2.80 -2.24
O -0.47 -3.98 -2.72
O -1.62 0.41 -3.47
O 1.65 -1.62 2.58
O -0.25 -1.56 -2.00
O 1.54 -2.64 -3.43
O -0.51 1.15 -1.68
O 3.99 -1.93 1.90
N -2.61 -3.10 -0.40
N -1.37 -4.93 0.35
N 2.16 0.21 -1.93
N -0.02 1.69 1.06
N 2.51 -0.25 0.72
C 4.93 0.96 4.91
C -1.38 -3.57 -3.79
C -2.57 0.74 4.27
C 2.07 4.51 -0.46
C 2.50 1.22 3.57
C -5.16 1.23 -1.29
C -3.87 2.88 3.96
C -1.93 2.26 2.52
C 5.98 0.65 -0.47
C -4.80 -2.83 -1.45
C 4.90 0.38 0.40
C 0.31 3.10 0.70
C 2.30 5.32 0.82
C 5.81 0.70 -1.82
C -2.85 0.30 -0.11
C 3.63 0.15 -0.07
C 1.89 0.34 -3.20
C -1.59 -0.15 3.86
C 3.43 0.29 -1.47
C -5.18 0.90 0.05
C -2.76 1.94 3.58
C -0.89 1.40 2.09
C 4.07 2.00 5.22
C 4.58 0.03 3.94
C -1.89 -6.01 -0.48
C 2.28 -3.77 -3.95
C 2.92 0.55 -4.15
C -2.10 -4.79 -4.31
C 4.21 0.63 -3.73
C 4.51 0.53 -2.35
C 1.00 5.36 1.61
C -1.56 0.68 -2.29
C 3.37 0.17 3.27
C -1.56 -3.62 0.21
C 2.33 -3.66 -5.45
C 2.85 2.13 4.55
C 0.56 3.94 1.98
C -3.98 -3.63 -0.45
C -2.84 0.65 -1.46
C 1.62 3.09 -0.11
C -4.01 1.10 -2.06
C -0.76 3.80 -0.17
C -4.02 0.42 0.64
C -0.32 5.23 -0.51
C -0.09 6.03 0.78
C -0.78 0.18 2.78
C -1.35 -1.45 4.59
C -2.81 -6.95 0.30
C 0.99 5.19 -1.31
H -5.82 -3.22 -1.49
H -3.20 0.50 5.12
H -4.36 -2.88 -2.44
H -2.39 -5.58 -1.34
H -1.97 -1.53 5.48
H -1.94 -0.02 0.36
H -4.85 -1.78 -1.15
H -2.80 -5.19 -3.58
H 1.30 6.20 -1.58
H 5.87 0.86 5.43
H -3.48 3.89 4.13
H -1.39 -5.57 -4.58
H -0.33 3.98 2.59
H -6.09 1.02 0.63
H -0.30 -1.53 4.89
H -1.03 6.10 1.35
H 3.09 4.85 1.42
H 3.00 4.46 -1.03
H -3.16 -7.75 -0.35
H 5.10 0.33 1.46
H -4.01 0.15 1.69
H 0.21 7.06 0.53
H -0.89 3.22 -1.07
H -4.38 2.55 4.87
H -1.55 -2.30 3.93
H 3.28 -3.75 -3.52
H -3.67 -6.41 0.69
H 5.22 -0.81 3.69
H -3.98 -4.68 -0.74
H -2.56 -2.09 -0.51
H -2.27 -7.40 1.13
H 2.39 2.58 0.48
H -4.00 1.35 -3.11
H -1.72 3.84 0.35
H 2.17 2.93 4.81
H 1.33 -3.67 -5.88
H 6.96 0.81 -0.04
H 2.63 6.33 0.57
H -2.13 3.18 2.00
H -0.52 -5.15 0.85
H 0.85 0.29 -3.50
H 2.90 -4.49 -5.87
H 1.35 3.45 2.57
H 6.64 0.88 -2.49
H 1.57 1.31 3.03
H 0.84 4.63 -2.24
H 2.66 0.66 -5.20
H -0.80 -3.09 -4.58
H 0.01 -0.50 2.50
H 1.79 -4.70 -3.65
H -4.42 -3.57 0.55
H -2.66 -4.51 -5.20
H 2.81 -2.72 -5.74
H -4.61 2.95 3.16
H -1.10 5.71 -1.11
H 5.02 0.80 -4.43
H -2.06 -2.82 -3.40
H 1.15 5.93 2.53
H 4.34 2.72 5.97
H 1.45 2.54 -1.03
H -1.03 -6.56 -0.86
```

Atomic partial charges in e from the Löwdin method, atoms 1 to 5:
1. Pt 1.044
2. Te 1.033
3. Br 0.724
4. S 0.715
5. S 0.521

***

[4]
# C37H28ClCoN7O

C37H28ClCoN7O as an isolated structure (ωB97M-V with the def2-TZVPD basis set, the Open Molecules 2025 dataset).

Results
multiplicity: 2
calculated total energy: -3728.18695 hartree
charge: 0
LUMO energy (spin up / spin down): -0.5800 / -0.5642 eV
gap between HOMO and LUMO (spin up / spin down): 4.907 / 5.980 eV
ΔE to the lowest compared entry with this formula, charge and spin: 98.16 kcal/mol
E_HOMO (spin up / spin down): -5.49 / -6.54 eV
<S²>: 0.80

```
75
C37H28ClCoN7O ωB97M-V with the def2-TZVPD basis set
Co -0.05 0.20 0.31
Cl -4.81 -3.47 -3.71
O -1.14 -1.33 0.31
N 1.44 -0.86 0.74
N 0.79 2.00 0.44
N 0.51 -0.83 -2.05
N 0.19 0.57 -5.48
N 0.51 0.33 -1.42
N -1.11 1.02 -1.13
N -0.37 0.27 2.29
C -0.87 2.41 -1.23
C -1.29 0.87 4.40
C -1.34 0.80 3.00
C 0.38 -0.75 -3.47
C 1.67 4.63 0.35
C 1.05 -3.17 -2.16
C 0.87 -0.19 4.32
C 2.05 -0.70 4.90
C -2.48 -0.92 -1.65
C 0.51 -3.17 -3.51
C 3.02 -1.24 4.10
C -3.72 -2.80 -2.53
C 1.72 -0.86 2.08
C 0.30 0.44 -4.09
C 1.55 -4.36 -1.62
C 0.22 -2.03 -4.14
C -2.16 0.45 -1.77
C -3.19 -3.64 -1.54
C -3.38 -1.48 -2.58
C 2.01 -3.21 0.42
C 1.79 2.40 1.19
C 0.19 2.89 -0.41
C -1.54 3.29 -2.03
C 0.72 -0.25 2.92
C -0.42 1.79 -5.96
C 2.03 -4.37 -0.33
C -1.94 -1.76 -0.63
C 2.27 3.72 1.17
C 2.86 -1.32 2.70
C 1.24 0.05 -6.33
C -1.16 4.65 -2.07
C 0.58 4.23 -0.47
C 1.05 -1.99 -1.41
C 1.53 -1.99 -0.08
C -2.31 -3.11 -0.61
C -0.19 0.39 5.05
C -0.12 5.12 -1.32
H -1.08 1.59 -6.81
H 2.33 -3.25 1.45
H -2.11 1.31 4.94
H 1.88 -0.62 -5.76
H -2.19 1.18 2.45
H 0.83 -0.52 -7.17
H 0.36 -4.13 -4.00
H -3.46 -4.69 -1.52
H 1.54 -5.26 -2.23
H 3.10 3.99 1.80
H 3.93 -1.62 4.54
H 0.17 6.16 -1.36
H 0.32 1.35 -3.50
H 1.86 0.86 -6.73
H -1.02 2.24 -5.17
H 2.00 5.66 0.33
H -0.17 -2.01 -5.15
H -1.88 -3.74 0.15
H -3.78 -0.85 -3.37
H -0.11 0.46 6.13
H -1.71 5.33 -2.71
H -2.60 1.00 -2.59
H 2.18 -0.66 5.98
H 2.24 1.65 1.83
H 0.34 2.52 -6.28
H -2.37 2.96 -2.64
H 3.66 -1.74 2.10
H 2.40 -5.29 0.11
```

Atomic partial charges in e from the Löwdin method, atoms 1 to 5:
1. Co 0.537
2. Cl 0.624
3. O -0.104
4. N 0.015
5. N 0.073

***

What is the formula in the first record? C6H8N5O

***

Copy entry 4 word for word.
# C37H28ClCoN7O

C37H28ClCoN7O as an isolated structure (ωB97M-V with the def2-TZVPD basis set, the Open Molecules 2025 dataset).

Results
multiplicity: 2
calculated total energy: -3728.18695 hartree
charge: 0
LUMO energy (spin up / spin down): -0.5800 / -0.5642 eV
gap between HOMO and LUMO (spin up / spin down): 4.907 / 5.980 eV
ΔE to the lowest compared entry with this formula, charge and spin: 98.16 kcal/mol
E_HOMO (spin up / spin down): -5.49 / -6.54 eV
<S²>: 0.80

```
75
C37H28ClCoN7O ωB97M-V with the def2-TZVPD basis set
Co -0.05 0.20 0.31
Cl -4.81 -3.47 -3.71
O -1.14 -1.33 0.31
N 1.44 -0.86 0.74
N 0.79 2.00 0.44
N 0.51 -0.83 -2.05
N 0.19 0.57 -5.48
N 0.51 0.33 -1.42
N -1.11 1.02 -1.13
N -0.37 0.27 2.29
C -0.87 2.41 -1.23
C -1.29 0.87 4.40
C -1.34 0.80 3.00
C 0.38 -0.75 -3.47
C 1.67 4.63 0.35
C 1.05 -3.17 -2.16
C 0.87 -0.19 4.32
C 2.05 -0.70 4.90
C -2.48 -0.92 -1.65
C 0.51 -3.17 -3.51
C 3.02 -1.24 4.10
C -3.72 -2.80 -2.53
C 1.72 -0.86 2.08
C 0.30 0.44 -4.09
C 1.55 -4.36 -1.62
C 0.22 -2.03 -4.14
C -2.16 0.45 -1.77
C -3.19 -3.64 -1.54
C -3.38 -1.48 -2.58
C 2.01 -3.21 0.42
C 1.79 2.40 1.19
C 0.19 2.89 -0.41
C -1.54 3.29 -2.03
C 0.72 -0.25 2.92
C -0.42 1.79 -5.96
C 2.03 -4.37 -0.33
C -1.94 -1.76 -0.63
C 2.27 3.72 1.17
C 2.86 -1.32 2.70
C 1.24 0.05 -6.33
C -1.16 4.65 -2.07
C 0.58 4.23 -0.47
C 1.05 -1.99 -1.41
C 1.53 -1.99 -0.08
C -2.31 -3.11 -0.61
C -0.19 0.39 5.05
C -0.12 5.12 -1.32
H -1.08 1.59 -6.81
H 2.33 -3.25 1.45
H -2.11 1.31 4.94
H 1.88 -0.62 -5.76
H -2.19 1.18 2.45
H 0.83 -0.52 -7.17
H 0.36 -4.13 -4.00
H -3.46 -4.69 -1.52
H 1.54 -5.26 -2.23
H 3.10 3.99 1.80
H 3.93 -1.62 4.54
H 0.17 6.16 -1.36
H 0.32 1.35 -3.50
H 1.86 0.86 -6.73
H -1.02 2.24 -5.17
H 2.00 5.66 0.33
H -0.17 -2.01 -5.15
H -1.88 -3.74 0.15
H -3.78 -0.85 -3.37
H -0.11 0.46 6.13
H -1.71 5.33 -2.71
H -2.60 1.00 -2.59
H 2.18 -0.66 5.98
H 2.24 1.65 1.83
H 0.34 2.52 -6.28
H -2.37 2.96 -2.64
H 3.66 -1.74 2.10
H 2.40 -5.29 0.11
```

Atomic partial charges in e from the Löwdin method, atoms 1 to 5:
1. Co 0.537
2. Cl 0.624
3. O -0.104
4. N 0.015
5. N 0.073

***

Which formula does entry 3 have? C49H61BrN5O7PPtS2Te